{"formula": "C25H37Cl3N2O3Sb2Ti", "method": "the ωB97M-V functional and the def2-TZVPD basis", "charge": 0, "max_force_ha_per_bohr": 0.01210, "de_lowest_kj_mol": 0.0, "e_homo_ev": [-5.7, -5.7], "orbital_gap_ev": [6.0, 6.0], "total_energy_ha": -4020.64751, "elements": ["C", "C", "H", "N", "H", "H", "H", "H", "C", "H", "C", "H", "Cl", "H", "H", "H", "H", "H", "Sb", "H", "C", "Cl", "H", "C", "H", "H", "C", "Sb", "H", "C", "H", "C", "C", "O", "H", "C", "H", "Ti", "C", "Cl", "O", "H", "C", "H", "C", "C", "H", "H", "H", "H", "C", "O", "C", "H", "C", "C", "H", "H", "C", "H", "C", "H", "N", "H", "H", "C", "C", "H", "H", "H", "C", "C", "H"], "xyz": [[4.067, -1.431, 0.334], [0.150, -1.270, -3.604], [-4.616, 1.034, 1.717], [-2.582, 1.305, -0.156], [-4.578, 1.282, -0.695], [0.406, 1.941, -4.658], [-1.677, -4.186, -1.914], [1.930, -2.230, -2.812], [-1.316, 0.710, -4.955], [0.994, -5.082, -1.100], [0.644, -1.306, 6.291], [-2.173, -3.723, -0.273], [-0.960, -2.868, 4.787], [-3.881, 2.895, -0.589], [2.494, 1.191, -3.932], [-1.181, 0.365, -1.394], [-2.439, -2.605, -1.621], [-2.858, -0.131, -1.662], [0.167, -2.503, -0.806], [2.214, -4.119, -0.213], [0.851, -2.372, -2.865], [2.103, 0.100, 8.093], [0.657, -3.337, -3.336], [-2.208, 0.715, -1.430], [-3.603, 2.684, 3.208], [-0.358, 2.721, 2.982], [0.716, 0.000, -3.814], [2.011, 1.096, -1.284], [2.791, -0.454, -3.369], [-3.317, 2.675, 2.157], [4.174, 2.495, -0.405], [2.085, 0.375, -3.336], [0.947, 2.901, -1.730], [0.345, -1.277, 2.656], [-5.311, 2.618, 1.349], [-1.762, -3.355, -1.213], [-1.558, -2.505, -3.960], [1.162, -0.408, 0.919], [-1.124, 1.958, 3.134], [2.277, 0.885, 2.733], [-0.578, 0.815, 0.771], [0.227, -1.828, 7.140], [2.118, 0.367, 5.396], [4.559, -2.368, 0.617], [1.588, -0.309, 6.480], [0.235, -1.631, 5.013], [4.576, -0.619, 0.871], [0.897, 3.512, -0.830], [4.712, 1.130, -1.394], [4.258, -1.279, -0.739], [1.153, -4.332, -0.326], [2.706, -1.481, 0.614], [-1.134, -1.517, -4.098], [2.848, 1.153, 5.533], [0.742, -0.996, 3.857], [-0.038, 0.966, -4.488], [-2.857, -0.780, -5.137], [-1.664, 2.177, 4.054], [-3.904, 1.910, -0.109], [-2.305, 1.449, -2.233], [-4.397, 2.026, 1.318], [-1.868, 1.479, -5.480], [-2.083, 1.918, 2.038], [4.100, 2.603, -2.181], [-0.066, 2.650, -2.044], [3.986, 1.940, -1.323], [-1.711, 1.327, 0.881], [-3.167, 3.717, 1.849], [-0.643, 0.991, 3.236], [1.441, 3.461, -2.523], [-1.868, -0.549, -4.761], [1.688, 0.011, 4.135], [0.768, -4.695, 0.626]]}